21
Properties=species:S:1:pos:R:3:forces:R:3 method="wB97M-V/def2-TZVPD" multiplicity=1 charge=-2 total_energy_ha=-1624.6051 fmax_ev_per_a=1.293 homo_lumo_gap_ha=0.11973 de_lowest_ev=1.6941 homo_energy_ev=0.70
K 26.191297 -4.938990 2.950943 -0.237 -0.536 -0.348
P 26.287776 -7.993438 2.224017 0.385 -0.474 1.140
O 24.939720 -7.965479 1.436923 0.210 0.009 -0.065
O 27.234391 -6.912891 1.491377 -0.192 0.496 -0.102
O 27.013073 -9.333442 2.253291 -0.348 0.098 -0.296
O 25.992668 -7.461076 3.676665 0.303 0.564 -0.449
O 26.406446 -4.355538 5.835648 0.133 0.030 0.135
H 25.745941 -3.895232 6.357875 -0.111 -0.105 -0.018
H 26.263425 -5.299154 5.995412 -0.027 -0.089 -0.288
O 29.108524 -5.106964 1.511559 -0.311 -0.049 0.067
H 28.391864 -5.866107 1.516989 0.130 -0.113 0.137
H 29.732825 -5.380684 0.837217 -0.028 -0.107 -0.001
O 26.262726 -5.192819 -0.138103 -0.321 -0.208 -0.123
H 27.070599 -5.103953 -0.649601 0.095 -0.046 0.161
H 26.431282 -6.064143 0.402767 0.302 0.518 -0.016
O 23.529311 -5.953954 1.890055 -0.287 0.617 0.443
H 24.154034 -6.793154 1.775672 0.149 -0.535 -0.202
H 22.922299 -6.032528 1.152798 0.114 0.008 -0.144
O 26.682594 -2.041437 2.764640 0.005 0.035 0.040
H 27.554791 -2.110968 2.360612 -0.013 -0.139 -0.065
H 26.575873 -1.119672 3.007966 0.049 0.025 -0.006

97
Properties=species:S:1:pos:R:3:forces:R:3 method="wB97M-V/def2-TZVPD" multiplicity=2 s2=0.755 charge=+3 total_energy_ha=-4738.3201 fmax_ev_per_a=0.848 homo_lumo_gap_ha="0.24197 / 0.29576" de_lowest_ev=6.5322 homo_energy_ev="-14.87 / -16.37"
Ta 0.788320 -0.566319 -0.126083 -0.096 0.417 0.732
C 3.850334 -0.600191 -0.499177 0.084 -0.029 0.109
N 2.919031 -0.166765 0.583596 0.096 0.068 -0.001
C 3.032933 1.322905 0.799396 -0.036 -0.009 0.014
C 2.399271 2.132089 -0.323372 -0.006 -0.034 -0.045
N 1.004035 1.669211 -0.601174 0.058 0.179 0.010
C 0.050423 2.458466 0.231154 0.036 -0.054 0.062
C 0.527753 1.706666 -2.039792 0.025 -0.079 0.025
C 0.095884 3.051208 -2.501114 -0.056 0.004 -0.076
C -0.357865 3.207411 -3.735114 -0.004 -0.007 0.025
C -0.521027 1.990254 -4.563169 0.029 0.018 0.022
C -0.731158 -0.131350 -4.283400 0.045 -0.047 -0.018
C 0.905521 -0.274410 -2.177856 0.440 -0.265 -0.428
S 0.979851 -1.992804 -2.087250 -0.040 -0.119 -0.379
C 3.213324 -0.861939 1.848681 -0.042 -0.003 -0.022
C 4.439341 -1.467149 2.072920 -0.028 -0.006 -0.003
C 4.680576 -2.138801 3.266492 -0.007 -0.006 0.010
C 3.702023 -2.225962 4.243677 0.019 0.002 -0.006
C 2.481078 -1.608311 4.035308 -0.012 0.027 -0.002
C 2.235952 -0.911680 2.854438 0.024 0.033 0.009
S 0.660873 -0.136573 2.636268 0.065 -0.057 -0.087
H 4.838260 -0.158570 -0.358310 0.011 -0.019 0.014
H 3.462558 -0.293915 -1.459782 -0.038 0.035 -0.081
H 3.924483 -1.683797 -0.500875 -0.014 -0.007 -0.022
H 4.089657 1.588063 0.889653 0.000 -0.003 -0.004
H 2.552870 1.561585 1.744456 0.014 -0.014 -0.006
H 2.979410 2.075230 -1.229645 0.019 -0.002 -0.024
H 2.391529 3.181635 -0.023582 0.007 0.004 -0.005
H 0.256067 3.526150 0.160118 -0.020 0.022 -0.044
H 0.162839 2.173125 1.274277 -0.007 0.016 -0.016
H -0.967393 2.266152 -0.102850 -0.008 -0.008 0.022
H 0.250043 3.907227 -1.860370 0.018 0.011 0.023
H -0.594511 4.178442 -4.149193 0.005 0.000 0.002
H -0.687910 2.201273 -5.617010 0.003 -0.014 -0.006
H -0.983204 -0.964559 -4.924445 -0.012 0.006 -0.001
H 5.224591 -1.434364 1.333785 0.015 -0.007 -0.005
H 5.645458 -2.602372 3.422473 -0.002 -0.003 -0.001
H 3.889311 -2.766664 5.160915 0.001 0.004 0.004
H 1.706632 -1.663364 4.788461 0.009 -0.003 -0.002
C -1.202130 1.839235 4.257869 -0.027 0.001 0.007
C 0.305690 1.894227 4.383865 0.010 0.008 -0.013
C 0.818718 1.048667 5.528388 0.004 -0.014 0.005
C 0.824729 3.315602 4.447544 -0.002 0.006 0.019
O 0.903818 1.408138 3.079968 0.006 0.000 0.027
Ge -2.467580 -0.133444 0.949566 -0.113 0.145 0.106
O -3.641781 -0.442232 -0.267322 0.291 -0.254 -0.179
C -4.928544 -0.873102 -0.820756 -0.154 0.117 0.038
C -5.496062 -1.958637 0.077659 0.015 -0.004 0.003
C -4.661209 -1.389992 -2.224296 -0.065 0.012 0.008
C -5.834846 0.346719 -0.845970 0.032 -0.014 0.022
O -1.017569 -1.409958 0.444061 -0.202 -0.328 -0.050
C -1.135090 -2.862382 0.806601 -0.125 0.132 0.008
C -2.085566 -2.943559 1.993695 0.012 0.005 -0.017
C -1.680991 -3.617211 -0.385888 -0.024 -0.084 0.014
C 0.252259 -3.331381 1.211365 -0.026 0.003 0.067
H -1.653947 2.240769 5.164958 -0.008 0.003 -0.006
H -1.548719 2.439159 3.414347 0.003 0.001 0.005
H -1.557904 0.812209 4.146332 0.007 0.002 0.006
H 0.499813 1.498641 6.468520 0.001 -0.001 0.003
H 0.404209 0.039173 5.501124 0.003 0.014 -0.001
H 1.907968 1.002811 5.528969 -0.004 0.006 0.003
H 0.432095 3.801008 5.340718 0.002 0.005 -0.001
H 1.912720 3.332473 4.503175 0.002 -0.003 -0.003
H 0.497995 3.891773 3.581185 -0.001 -0.002 -0.002
H -4.863047 -2.846629 0.089330 0.032 -0.003 -0.010
H -5.621163 -1.587467 1.096286 0.001 -0.001 -0.006
H -6.477882 -2.259068 -0.287273 -0.004 -0.005 -0.002
H -3.938402 -2.207366 -2.223260 0.007 0.021 0.005
H -5.587203 -1.760966 -2.662879 0.001 -0.009 -0.009
H -4.306571 -0.576633 -2.864317 -0.021 -0.018 -0.001
H -6.004711 0.722265 0.163246 -0.004 -0.006 -0.005
H -5.394639 1.143927 -1.446550 0.002 0.003 -0.003
H -6.801456 0.087550 -1.277323 0.000 -0.002 -0.004
H -3.098157 -2.628363 1.716306 0.018 -0.019 0.008
H -2.169563 -3.976013 2.334886 -0.014 0.012 -0.008
H -1.726250 -2.345243 2.834546 0.005 0.004 0.008
H -2.646061 -3.206946 -0.681534 -0.004 0.003 0.011
H -1.005254 -3.581680 -1.237810 -0.020 0.007 0.035
H -1.827990 -4.662421 -0.108805 -0.012 0.000 -0.019
H 0.612658 -2.800253 2.094707 -0.016 -0.019 0.009
H 0.225945 -4.388218 1.481631 0.025 -0.011 -0.055
H 0.975981 -3.249004 0.390505 0.020 0.032 -0.042
N -1.635174 1.076896 -4.130772 -0.006 -0.001 0.051
C -1.320791 0.160007 -2.984162 -0.070 -0.044 0.088
N -0.405443 0.502109 -1.928909 -0.048 0.167 0.035
C 1.390552 0.841464 -3.084333 -0.199 0.058 0.020
C 2.832596 1.083487 -3.407990 -0.068 -0.003 -0.057
C 3.350949 0.985176 -4.630955 0.004 0.000 0.001
C 2.553430 0.638359 -5.801041 0.015 -0.002 -0.011
C 1.238004 0.538541 -5.694898 -0.009 -0.002 -0.001
C 0.503231 0.792315 -4.415457 0.023 -0.010 0.028
H -2.597560 1.159165 -4.447519 -0.007 0.005 -0.004
H -2.213212 -0.367643 -2.663167 0.064 0.015 -0.003
H 3.528310 1.309791 -2.623230 0.049 0.015 0.075
H 4.411368 1.153114 -4.766917 0.003 -0.008 0.005
H 3.047970 0.466257 -6.746878 -0.001 0.007 -0.004
H 0.624297 0.287550 -6.553644 0.000 0.003 -0.002

91
Properties=species:S:1:pos:R:3:forces:R:3 method="wB97M-V/def2-TZVPD" multiplicity=1 charge=+1 total_energy_ha=-2741.0563 fmax_ev_per_a=3.486 homo_lumo_gap_ha=0.25294 de_lowest_ev=0.9485 homo_energy_ev=-12.18
N -4.835337 -2.565286 1.460808 0.151 -0.330 -0.016
C -5.032585 -2.203892 0.047187 -1.259 0.727 0.591
C -3.799731 -2.029623 -0.872657 -1.072 0.052 -0.758
N -2.418773 -1.977270 -0.291525 2.196 -0.805 -1.378
I -1.214111 -2.399042 -2.038232 0.288 0.041 -0.387
C -2.018102 -3.131342 0.603698 -1.012 -0.455 0.979
C -1.928254 -2.818406 2.114962 -0.419 1.263 -0.902
O -1.669280 -3.691938 2.857184 0.406 -1.430 0.950
C -1.873927 -0.635334 0.077447 -1.712 2.512 1.193
C -3.017350 0.262399 0.741820 2.519 1.513 -1.876
C -3.668236 1.344697 -0.291166 -1.403 -1.036 1.301
O -2.690705 1.591777 0.933416 -1.285 -2.880 1.392
H -5.135408 -1.841223 2.107368 0.070 0.056 -0.305
H -5.455195 -3.344839 1.668237 0.378 -0.002 0.084
H -5.703250 -2.953784 -0.406985 0.501 0.368 -0.063
H -5.630268 -1.268516 0.018877 0.399 -0.399 -0.226
H -3.810031 -2.836167 -1.625349 0.143 0.146 0.633
H -3.933056 -1.113485 -1.478902 0.270 -0.324 0.439
H -2.807395 -3.895462 0.491959 0.407 0.351 0.093
H -1.075786 -3.611599 0.305537 -0.223 0.554 0.078
H -2.058453 -1.786759 2.517698 -0.127 -0.100 -0.505
H -1.579162 -0.048593 -0.805211 -0.152 -0.435 0.319
H -1.020297 -0.631020 0.770585 -0.224 -0.753 -0.234
H -3.709371 -0.221317 1.463138 0.399 0.417 -0.473
H -4.694309 0.936742 0.051629 0.316 0.956 0.858
H -4.003420 2.388675 -0.120929 0.500 0.074 -1.856
C 3.539784 -3.343703 -0.098649 0.198 -0.352 -0.137
C 3.721818 -1.982269 -0.749651 0.079 -0.609 0.410
C 3.864837 -0.844691 0.226080 0.436 0.193 0.151
O 3.363949 0.266553 -0.529835 -0.362 -0.167 -0.253
C 2.469457 -0.228745 -1.414224 0.077 0.159 -0.037
O 1.703378 0.431873 -2.046202 -0.058 -0.275 -0.054
O 2.546145 -1.582714 -1.482905 -0.080 0.349 -0.007
H 3.781272 -3.319317 0.964716 -0.069 0.114 -0.018
H 2.524056 -3.721537 -0.222183 -0.030 0.162 0.003
H 4.215193 -4.067374 -0.556196 -0.089 -0.031 0.011
H 4.556243 -2.008557 -1.453306 -0.027 0.141 0.032
H 4.896579 -0.678907 0.526791 -0.059 0.132 -0.069
H 3.245993 -0.960073 1.120363 -0.025 -0.122 -0.056
C 0.542408 2.790624 -0.621252 0.427 -0.112 0.135
C 0.591426 4.146440 0.062121 -0.244 -0.753 -0.200
C -0.550903 4.406930 1.006864 -0.051 0.060 0.311
O -0.649435 5.833267 0.978040 0.043 0.019 -0.276
C -0.197360 6.235619 -0.242385 0.006 0.118 -0.140
O -0.340063 7.327637 -0.686933 0.049 -0.038 0.067
O 0.432859 5.216443 -0.885781 -0.175 0.382 0.357
H -0.179361 2.121892 -0.143592 -0.106 0.144 -0.012
H 0.295905 2.878479 -1.678378 -0.066 0.068 0.059
H 1.512114 2.303635 -0.553223 -0.020 0.072 -0.106
H 1.549775 4.281789 0.556581 -0.131 0.047 0.091
H -0.347648 4.052419 2.016495 -0.018 0.192 0.025
H -1.501164 3.987062 0.664776 0.085 -0.061 -0.105
C -9.091399 1.655007 -3.228116 -0.332 0.098 -0.207
C -9.267379 0.331380 -2.499129 0.038 0.719 -0.355
C -8.878858 0.366435 -1.045193 -0.261 0.037 0.307
O -8.501788 -0.993452 -0.798989 0.254 -0.091 -0.199
C -8.059203 -1.497848 -1.981834 -0.088 -0.052 -0.258
O -7.467686 -2.526431 -2.095898 0.093 0.073 0.134
O -8.371503 -0.674170 -3.009015 0.061 -0.356 0.484
H -8.939585 2.483953 -2.534816 0.086 -0.078 0.032
H -8.255005 1.619977 -3.925105 0.054 -0.072 0.124
H -9.986434 1.890397 -3.803515 0.087 -0.001 -0.050
H -10.286939 -0.039469 -2.626758 0.068 -0.105 0.105
H -9.701981 0.664035 -0.398186 0.053 -0.187 0.071
H -8.015427 1.006937 -0.843492 -0.021 0.051 -0.158
C 5.821292 7.286489 0.262891 0.396 0.074 -0.137
C 5.384672 5.855457 -0.011938 0.187 0.721 0.102
C 4.050708 5.734850 -0.700240 -0.102 0.005 -0.406
O 3.595985 4.451102 -0.256326 0.280 0.015 0.226
C 4.159920 4.235860 0.962231 0.168 -0.074 0.176
O 3.824444 3.373590 1.711822 -0.087 0.013 -0.094
O 5.141702 5.136201 1.210506 -0.344 -0.401 -0.198
H 5.219054 8.008451 -0.290846 -0.093 -0.067 0.069
H 5.768920 7.523715 1.324625 -0.141 -0.080 -0.027
H 6.853905 7.433294 -0.054490 -0.019 0.020 0.094
H 6.162895 5.319817 -0.561515 -0.116 -0.098 0.005
H 4.135057 5.762044 -1.785055 -0.108 -0.181 0.035
H 3.326084 6.488245 -0.379887 0.117 0.059 0.063
C 7.425235 -7.329101 1.057868 0.363 -0.196 0.029
C 7.470715 -5.969398 1.738755 -0.013 -0.719 -0.298
C 6.332935 -5.712503 2.690534 -0.003 -0.044 0.399
O 6.225224 -4.285984 2.655960 -0.017 0.096 -0.314
C 6.665941 -3.887877 1.435171 0.140 0.083 -0.100
O 6.511535 -2.795095 0.985833 -0.097 -0.041 0.022
O 7.296028 -4.900495 0.791575 -0.211 0.398 0.305
H 6.712928 -8.001094 1.539389 -0.071 0.100 -0.026
H 7.168973 -7.240001 0.002901 -0.097 0.100 0.069
H 8.399784 -7.813579 1.117563 -0.039 0.010 -0.093
H 8.436296 -5.822445 2.228396 -0.084 0.124 0.043
H 6.543951 -6.061180 3.699886 -0.035 0.204 0.026
H 5.383540 -6.139278 2.355714 0.092 -0.069 -0.113

17
Properties=species:S:1:pos:R:3:forces:R:3 method="wB97M-V/def2-TZVPD" multiplicity=1 total_energy_ha=-472.1067 fmax_ev_per_a=4.932 homo_lumo_gap_ha="0.25683 / 0.30976" de_lowest_ev=6.3979 homo_energy_ev="-7.06 / -7.97"
C 0.874456 3.289999 1.467917 -1.826 -1.518 -0.096
C -0.096507 2.394513 1.114796 -0.336 -0.622 0.437
C 0.899044 -0.670779 -0.293898 -2.399 1.382 1.376
C -1.292607 1.698834 1.287222 -0.197 -0.225 0.337
C 0.503284 -2.054881 -2.197251 -3.601 -0.934 2.849
C 1.462067 -1.838810 -1.068932 -2.847 -0.461 4.000
N 1.692491 3.970947 1.871321 2.144 1.718 0.735
N -1.086944 2.301900 0.123308 -1.594 -0.681 0.255
N -2.183178 0.937907 2.006822 -0.338 2.201 -4.379
O -0.255518 -0.397114 -0.015082 3.225 -1.417 -1.059
H -0.366388 -2.749971 -1.907434 1.142 1.019 0.180
H 0.973886 -2.650708 -2.837015 1.841 -1.719 -3.742
H -0.045411 -1.178795 -2.523372 0.707 0.246 -0.523
H 2.451577 -1.682862 -1.298481 2.147 0.467 -0.779
H 1.473659 -2.605010 -0.134708 -0.152 1.059 -2.368
H -1.923217 0.575228 2.857166 0.584 -0.832 2.043
H -3.080695 0.659601 1.547621 1.502 0.316 0.733

8
Properties=species:S:1:pos:R:3:forces:R:3 method="wB97M-V/def2-TZVPD" multiplicity=1 charge=+1 total_energy_ha=-133.3436 fmax_ev_per_a=0.938 homo_lumo_gap_ha=0.45321 de_lowest_ev=0.1113 homo_energy_ev=-16.53
O -0.971983 -0.322760 -1.411533 -0.210 -0.880 -0.086
H -1.937173 -0.420840 -1.575993 0.908 0.154 0.169
H -0.568013 -1.120269 -1.822683 -0.472 0.773 0.245
N 0.695436 0.372620 0.962156 0.306 0.132 0.410
H 1.254066 -0.482430 1.147266 -0.360 0.584 -0.091
H 0.237126 0.683860 1.839956 0.347 -0.198 -0.544
H -0.029024 0.165100 0.248336 -0.112 -0.086 -0.331
H 1.319566 1.124720 0.612496 -0.406 -0.480 0.228

19
Properties=species:S:1:pos:R:3:forces:R:3 method="wB97M-V/def2-TZVPD" multiplicity=1 total_energy_ha=-688.0921 fmax_ev_per_a=1.220 smiles=C[C@H]1[C@H]2CSCCN21 homo_lumo_gap_ha=0.34461 de_lowest_ev=1.5539 homo_energy_ev=-8.30
C -2.458406 -0.559392 -0.588920 0.318 -0.093 0.073
C -1.403447 0.118920 0.238715 -0.603 0.964 0.441
C -0.101929 -0.488678 0.645094 0.708 -0.133 0.712
C 0.728669 -1.670559 0.204071 -0.278 0.289 0.073
C 2.129354 0.858151 0.044384 0.402 -0.001 0.062
C 0.769342 1.537823 -0.269666 0.169 -0.302 0.544
H -1.966774 -1.236166 -1.279142 -0.040 -0.133 -0.188
H -3.132324 -1.131127 0.041916 -0.118 -0.066 0.113
H -3.042870 0.156236 -1.161017 -0.016 0.121 -0.042
H -1.804756 0.865403 0.975358 0.402 -0.694 -0.492
H 0.250088 -0.062392 1.611731 -0.186 -0.312 -0.507
H 0.257757 -2.214857 -0.614359 0.084 0.050 -0.016
H 0.957259 -2.349666 1.015276 0.091 -0.154 0.135
H 2.361013 0.947752 1.111548 -0.081 -0.050 -0.222
H 2.949470 1.349809 -0.495306 -0.201 -0.131 0.121
H 0.550452 2.219815 0.566578 -0.199 -0.026 -0.040
H 0.827717 2.113594 -1.174372 -0.035 0.275 -0.479
N -0.169478 0.455547 -0.424392 -0.186 0.303 -0.342
S 2.298863 -0.910220 -0.447497 -0.232 0.093 0.054